Entry i
Below is the molecule C6H8N4, with properties calculated with ωB97M-V/def2-TZVPD.

Each atom is followed by the atoms it is bonded to, with distances in Å.
Cartesian coordinates (Å):
1 C 0.0460 -1.5526 1.0000  C2 1.542, H11 1.094, H12 1.043, H13 1.048
2 C 0.0228 -0.7413 -0.3105  C1 1.542, N3 1.447, N7 1.627, N10 1.413
3 N -1.2109 -1.0239 -1.0110  C2 1.447, C4 1.291
4 C -2.2030 -0.3063 -0.6025  N3 1.291, C5 1.438, H14 1.141
5 C -2.1281 0.9597 0.0755  C4 1.438, N6 1.279, H15 1.093
6 N -1.0038 1.5665 0.1423  C5 1.279, N7 1.346
7 N 0.1213 0.8292 0.1033  C2 1.627, N6 1.346, C8 1.449
8 C 1.2310 1.3608 -0.6613  N7 1.449, C9 1.496, H16 1.048, H17 1.064
9 C 1.7400 0.1371 -1.3550  C8 1.496, N10 1.241, H18 1.092
10 N 1.1841 -0.9403 -1.0908  C2 1.413, C9 1.241
11 H 0.3511 -0.8333 1.7664  C1 1.094
12 H 0.8199 -2.2502 1.0435  C1 1.043
13 H -0.9031 -1.9315 1.2307  C1 1.048
14 H -3.1169 -0.6189 -1.2095  C4 1.141
15 H -3.1097 1.4360 0.1453  C5 1.093
16 H 1.8841 1.8768 -0.0240  C8 1.048
17 H 0.7971 1.9844 -1.4057  C8 1.064
18 H 2.5592 0.2344 -2.0709  C9 1.092

Calculated values
Molecular weight = 136.16 g mol⁻¹
LUMO level = 0.3 eV
Spin multiplicity = 1
E_HOMO = -8.673 eV

---

Entry ii
Below is the molecule C6H8N4, with properties calculated with ωB97M-V/def2-TZVPD.

Each atom is followed by the atoms it is bonded to, with distances in Å.
Cartesian coordinates (Å):
1 C -1.5244 -2.4569 0.7197  C2 1.359, N7 1.377, H11 1.071
2 C -2.0126 -1.2781 1.1881  C1 1.359, N8 1.401, H12 1.081
3 C -0.3603 -0.9867 -0.2328  C6 1.466, N7 1.256, N8 1.374
4 C -1.3705 1.0401 0.5413  N8 1.339, H13 0.989
5 C 0.8500 1.4677 0.6463  N9 1.265, H14 1.056
6 C 0.5813 -0.1883 -1.0230  C3 1.466, N9 1.536, H15 1.156, H16 1.066
7 N -0.4095 -2.2293 -0.0550  C1 1.377, C3 1.256
8 N -1.3147 -0.2959 0.4735  C2 1.401, C3 1.374, C4 1.339
9 N 1.3811 0.9554 -0.3809  C5 1.265, C6 1.536, N10 1.476
10 N 2.3778 1.6160 -1.2469  N9 1.476, H17 1.026, H18 0.976
11 H -1.7846 -3.4870 0.8534  C1 1.071
12 H -2.6763 -0.8818 1.9431  C2 1.081
13 H -1.8791 1.3054 1.3466  C4 0.989
14 H 1.1153 2.4278 0.9968  C5 1.056
15 H 1.2285 -0.9496 -1.6042  C6 1.156
16 H -0.0018 0.3655 -1.7225  C6 1.066
17 H 3.2056 1.0109 -1.2739  N10 1.026
18 H 2.5944 2.5648 -1.1696  N10 0.976

Calculated values
Molecular weight = 136.16 g mol⁻¹
LUMO level = 0.1 eV
Spin multiplicity = 1
E_HOMO = -7.033 eV

---

From most stable to least stable, the computed energies give entry i, entry ii.

---

Entry i
Below is a cluster of 2 separate species, C2H4NO3 in total, with properties calculated with ωB97M-V/def2-TZVPD.

Each atom is followed by the atoms it is bonded to, with distances in Å.
Cartesian coordinates (Å):
1 C 1.0964 -1.3821 -0.6927  N2 1.340, O3 1.230, H4 1.097
2 N 0.4196 -1.0325 0.4100  C1 1.340, H5 1.023, H6 1.009
3 O 1.2545 -2.5460 -1.0561  C1 1.230
4 H 1.5790 -0.5485 -1.2187  C1 1.097
5 H 0.2733 -0.0429 0.6263  N2 1.023
6 H 0.1392 -1.8210 0.9730  N2 1.009
7 O -1.5662 1.4228 1.3088  C8 1.246
8 C -1.1276 1.7416 0.1874  O7 1.246, O9 1.257, H10 1.122
9 O 0.0595 1.7162 -0.2261  C8 1.257
10 H -1.8884 2.0808 -0.5636  C8 1.122

Calculated values
Molecular weight = 90.06 g mol⁻¹
LUMO level = 4.2 eV
Spin multiplicity = 1
Charge = -1
E_HOMO = -4.690 eV

---

Entry ii
Below is a cluster of 2 separate species, C2H4NO3 in total, with properties calculated with ωB97M-V/def2-TZVPD.

Each atom is followed by the atoms it is bonded to, with distances in Å.
Cartesian coordinates (Å):
1 C 0.8666 1.0739 1.5500  N2 1.411, O3 1.220, H4 1.173
2 N 0.7875 0.1052 0.5265  C1 1.411, H5 1.115, H6 1.073
3 O 1.9350 1.5316 1.9203  C1 1.220
4 H -0.1044 1.7010 1.7514  C1 1.173
5 H -0.1715 -0.1668 0.0276  N2 1.115
6 H 1.7708 -0.1799 0.2045  N2 1.073
7 O -0.6226 -1.8747 -1.4326  C8 1.260
8 C -1.4519 -0.9435 -1.6140  O7 1.260, O9 1.313, H10 1.111
9 O -1.5224 0.0964 -0.8153  C8 1.313
10 H -1.8148 -0.8994 -2.6636  C8 1.111

Calculated values
Molecular weight = 90.06 g mol⁻¹
LUMO level = 4.3 eV
Spin multiplicity = 1
Charge = -1
E_HOMO = -4.910 eV

---

From most stable to least stable, the computed energies give entry i, entry ii.

---

Entry i
Below is a cluster of 2 separate species, C2H4NO3 in total, with properties calculated with ωB97M-V/def2-TZVPD.

Each atom is followed by the atoms it is bonded to, with distances in Å.
Cartesian coordinates (Å):
1 C -2.0822 -0.2821 -0.3372  N2 1.373, O3 1.216, H4 1.123
2 N -0.9940 -0.6426 0.4181  C1 1.373, H5 1.103, H6 0.993
3 O -3.1267 -0.8651 -0.5584  C1 1.216
4 H -1.8762 0.7278 -0.7820  C1 1.123
5 H 0.0012 -0.3036 0.0833  N2 1.103
6 H -1.1218 -1.5454 0.8110  N2 0.993
7 O 1.4889 -0.0928 0.6230  C8 1.318
8 C 2.3563 0.6918 0.0153  O7 1.318, O9 1.330, H10 1.166
9 O 3.5759 0.9547 0.4752  C8 1.330
10 H 1.7786 1.3574 -0.7482  C8 1.166

Calculated values
Molecular weight = 90.06 g mol⁻¹
LUMO level = 3.9 eV
Spin multiplicity = 1
Charge = -1
E_HOMO = -4.934 eV

---

Entry ii
Below is a cluster of 2 separate species, C2H4NO3 in total, with properties calculated with ωB97M-V/def2-TZVPD.

Each atom is followed by the atoms it is bonded to, with distances in Å.
Cartesian coordinates (Å):
1 C 1.3226 0.4377 1.5648  N2 1.342, O3 1.226, H4 1.101
2 N 0.5559 0.9775 0.6051  C1 1.342, H5 1.036, H6 1.008
3 O 1.7722 1.0256 2.5415  C1 1.226
4 H 1.5450 -0.6301 1.4132  C1 1.101
5 H 0.0156 0.3025 0.0341  N2 1.036
6 H 0.2968 1.9353 0.7819  N2 1.008
7 O -0.1723 -0.7778 -1.3979  C8 1.254
8 C -1.3590 -1.0054 -1.7332  O7 1.254, O9 1.247, H10 1.123
9 O -2.2602 -0.1959 -2.0272  C8 1.247
10 H -1.7168 -2.0693 -1.7822  C8 1.123

Calculated values
Molecular weight = 90.06 g mol⁻¹
LUMO level = 4.1 eV
Spin multiplicity = 1
Charge = -1
E_HOMO = -4.584 eV

---

From most stable to least stable, the computed energies give entry ii, entry i.